Molecular formula: C28H22BF4N4O4PSY
Method: DFT, ωB97M-V with the def2-TZVPD basis set

CARTESIAN COORDINATES (ANGSTROEM)
Y -0.073 -0.002 -0.203
O -1.410 -2.278 -0.817
N -0.195 -1.862 -1.365
C 0.137 -2.205 -2.549
C 1.338 -1.762 -3.252
C 1.442 -2.260 -4.553
C 2.492 -1.902 -5.381
C 3.454 -1.028 -4.910
C 3.371 -0.530 -3.612
C 2.333 -0.884 -2.766
P 2.392 -0.273 -1.031
C 3.411 -1.494 -0.176
C 2.809 -2.321 0.774
C 3.555 -3.282 1.441
C 4.906 -3.415 1.156
C 5.510 -2.595 0.208
C 4.769 -1.635 -0.459
C 3.255 1.308 -1.026
C 4.140 1.599 0.014
C 4.665 2.878 0.130
C 4.305 3.863 -0.779
C 3.416 3.577 -1.810
C 2.880 2.305 -1.933
H -1.895 -2.834 -1.447
H -0.527 -2.858 -3.114
H 0.678 -2.936 -4.923
H 2.549 -2.298 -6.386
H 4.274 -0.727 -5.549
H 4.133 0.153 -3.258
H 1.757 -2.214 1.016
H 3.090 -3.909 2.191
H 5.495 -4.155 1.682
H 6.567 -2.698 -0.001
H 5.250 -0.986 -1.183
H 4.430 0.829 0.720
H 5.357 3.103 0.932
H 4.716 4.859 -0.685
H 3.138 4.348 -2.517
H 2.183 2.087 -2.734
O 3.374 -1.140 9.587
S 3.294 -0.440 8.331
O 3.827 -1.157 7.186
O 3.635 0.975 8.364
C 1.517 -0.285 7.942
N 0.588 -0.158 8.906
C -0.656 0.081 8.515
C -1.027 0.203 7.179
C -0.005 0.042 6.268
N 1.242 -0.210 6.638
C -0.138 0.122 4.794
C 1.054 0.112 4.053
C 0.990 0.137 2.694
N -0.180 0.149 2.009
C -1.327 0.203 2.721
C -1.347 0.198 4.094
H -1.396 0.183 9.302
H -2.050 0.424 6.900
H 1.998 0.073 4.586
H 1.908 0.137 2.108
H -2.252 0.243 2.155
H -2.297 0.236 4.609
F -0.348 2.204 -0.383
B -1.257 1.831 -1.458
F -0.405 1.038 -2.307
F -1.928 2.811 -2.021
F -2.059 0.790 -0.808

Atoms 1-6, force components in eV/Å:
-0.9 0.4 1.7
0.3 0.0 0.0
0.1 -1.3 -1.0
0.1 -0.1 0.0
-0.1 0.0 -0.1
-0.1 0.0 0.0

HOMO level = -8.96 eV
Max |F| = 1.96 eV/Å
Energy above the lowest of the compared OMol25 structures with the same formula, charge and spin = 12.3 kcal per mole
Net charge = +1
Lowest unoccupied orbital energy = -5.237 eV

Results of the Löwdin charge analysis, in e, for atoms 1 through 6: 1.5494, -0.0144, -0.1728, -0.0219, -0.1889, -0.0064

***

Molecular formula: C28H22BrN2O6S2
Method: DFT, ωB97M-V with the def2-TZVPD basis set

CARTESIAN COORDINATES (ANGSTROEM)
C -6.190 4.547 0.951
C -5.273 3.380 1.194
C -5.091 2.897 2.494
C -4.254 1.811 2.751
C -3.549 1.224 1.693
S -2.381 -0.096 2.010
O -2.431 -0.403 3.413
O -2.441 -1.113 1.001
N -0.789 0.604 1.702
C -0.255 1.664 2.451
C -0.803 2.364 3.522
C -0.037 3.385 4.094
C 1.251 3.695 3.612
C 1.778 3.026 2.507
Br 3.433 3.598 1.822
C 1.034 1.967 1.960
C 1.242 1.013 0.891
N 2.427 1.022 0.102
O 3.533 0.949 0.697
O 2.330 1.104 -1.148
C 0.107 0.246 0.728
C -3.725 1.681 0.385
C -4.573 2.763 0.147
H -6.212 4.810 -0.109
H -7.212 4.311 1.263
H -5.858 5.414 1.530
H -5.624 3.370 3.319
H -4.143 1.431 3.764
H -1.786 2.096 3.905
H -0.430 3.950 4.931
H 1.847 4.467 4.088
H -0.042 -0.548 0.008
H -3.204 1.180 -0.434
H -4.702 3.119 -0.879
C 2.023 -3.405 -6.444
C 1.466 -2.180 -6.051
C 1.044 -1.998 -4.728
C 1.183 -3.031 -3.794
S 0.503 -2.862 -2.098
C 1.301 -1.668 -1.110
C 2.446 -2.108 -0.352
C 3.778 -1.791 -0.725
C 4.858 -2.115 0.088
C 4.622 -2.684 1.359
C 3.306 -3.034 1.740
C 2.247 -2.834 0.859
O -0.882 -2.486 -2.275
O 0.887 -4.126 -1.504
C 1.736 -4.256 -4.199
C 2.153 -4.445 -5.519
H 2.291 -3.577 -7.486
H 1.310 -1.388 -6.789
H 0.593 -1.054 -4.428
H 1.171 -0.661 -1.470
H 3.930 -1.280 -1.676
H 5.888 -1.932 -0.257
H 5.460 -2.830 2.049
H 3.108 -3.499 2.718
H 1.227 -3.177 1.060
H 1.837 -5.079 -3.498
H 2.534 -5.421 -5.834

Atoms 1-6, force components in eV/Å:
0.0 0.0 -0.1
0.4 -0.3 0.0
0.1 -0.4 -0.1
0.2 0.1 -0.2
0.1 0.2 0.0
1.4 -0.6 -0.7

HOMO level = -3.27 eV
Max |F| = 3.39 eV/Å
Energy above the lowest of the compared OMol25 structures with the same formula, charge and spin = 0.0 kcal per mole
Net charge = -1
Lowest unoccupied orbital energy = 1.771 eV

Results of the Löwdin charge analysis, in e, for atoms 1 through 6: -0.0522, -0.2657, -0.0341, -0.0578, -0.2703, 0.7555

***

Molecular formula: C28H22ClN4O9STc
Method: DFT, ωB97M-V with the def2-TZVPD basis set

CARTESIAN COORDINATES (ANGSTROEM)
Tc 0.613 -0.052 0.232
O 3.773 -1.376 2.515
C 2.942 -0.766 1.867
N 1.970 -1.331 1.125
C 2.101 -2.723 0.816
O 2.904 -3.042 -0.043
C 1.072 -3.593 1.454
C 0.937 -4.886 1.029
C 0.071 -5.702 1.753
C -0.489 -5.259 2.949
C -0.136 -3.959 3.337
N 0.530 -3.117 2.567
C 2.900 0.770 1.877
C 3.755 1.527 2.683
C 3.579 2.868 2.725
C 2.606 3.435 1.885
C 1.797 2.660 1.062
N 1.937 1.337 1.139
H 1.535 -5.226 0.221
H -0.041 -6.736 1.514
H -1.007 -5.938 3.579
H -0.582 -3.539 4.234
H 4.468 0.923 3.244
H 4.160 3.531 3.430
H 2.545 4.532 1.856
H 0.998 3.039 0.401
C -2.705 4.281 -5.297
O -2.570 3.905 -3.914
C -1.654 2.933 -3.703
C -0.788 2.386 -4.637
C 0.266 1.571 -4.200
C 0.449 1.313 -2.821
C 1.615 0.575 -2.471
C 2.845 0.420 -3.339
O 1.836 0.094 -1.309
C -0.466 1.800 -1.892
O -0.271 1.536 -0.583
C -1.535 2.645 -2.299
H -3.412 5.174 -5.323
H -3.065 3.433 -5.820
H -1.760 4.636 -5.706
H -1.023 2.530 -5.655
H 0.924 1.125 -4.882
H 3.031 1.353 -3.902
H 2.826 -0.413 -4.013
H 3.604 0.272 -2.647
H -2.114 3.185 -1.616
O 0.532 -2.006 -2.654
Cl -0.663 -2.153 -1.886
O -1.020 -3.495 -1.671
O -1.739 -1.319 -2.314
O -0.284 -1.720 -0.410
S -1.123 -0.689 4.476
C -0.027 -0.355 3.171
N -0.604 -0.070 2.039
C -1.973 -0.038 2.154
C -2.809 0.256 1.082
C -4.175 0.220 1.378
C -4.652 -0.018 2.661
C -3.785 -0.317 3.708
C -2.437 -0.343 3.394
H 1.022 -0.571 3.270
H -2.405 0.436 0.099
H -4.879 0.498 0.600
H -5.740 0.038 2.829
H -4.213 -0.486 4.651

Atoms 1-6, force components in eV/Å:
0.6 0.0 0.6
-0.1 0.5 -0.1
0.8 0.1 0.3
-0.7 1.2 -0.2
0.4 0.2 -2.2
-1.2 -0.1 1.6

HOMO level (alpha / beta) = -11.76 / -11.83 eV
Max |F| = 3.61 eV/Å
Energy above the lowest of the compared OMol25 structures with the same formula, charge and spin = 0.0 kcal per mole
Net charge = +1
Lowest unoccupied orbital energy (alpha / beta) = -3.327 / -4.829 eV
2S+1 = 4

Results of the Löwdin charge analysis, in e, for atoms 1 through 6: 1.7958, 0.1106, -0.4833, -0.0433, -0.3697, 0.1514

***

Molecular formula: C28H22I2N3O2RuS3
Method: DFT, ωB97M-V with the def2-TZVPD basis set

CARTESIAN COORDINATES (ANGSTROEM)
Ru -0.566 0.018 -0.643
I -1.227 -7.003 1.055
C -1.054 -5.163 0.098
C 0.192 -4.710 -0.308
C 0.291 -3.489 -0.960
I 2.177 -2.687 -1.359
C -0.833 -2.714 -1.257
O -0.783 -1.555 -1.933
C -2.061 -3.156 -0.755
C -3.206 -2.197 -0.867
N -2.862 -0.975 -0.104
C -3.879 0.067 -0.190
C -3.360 1.378 0.337
C -4.182 2.252 1.027
C -3.681 3.474 1.439
C -2.363 3.789 1.149
C -1.603 2.861 0.465
N -2.082 1.672 0.063
C -2.175 -4.376 -0.102
H 1.081 -5.290 -0.101
H -4.127 -2.649 -0.488
H -3.368 -1.899 -1.903
H -2.745 -1.244 0.870
H -4.803 -0.199 0.329
H -4.130 0.194 -1.245
H -5.205 1.968 1.236
H -4.309 4.170 1.983
H -1.926 4.733 1.446
H -0.571 3.074 0.226
H -3.141 -4.699 0.267
S 3.257 0.856 2.093
C 2.459 -0.619 2.491
C 2.856 -1.615 3.384
C 2.043 -2.719 3.519
C 0.853 -2.833 2.784
C 0.468 -1.847 1.905
C 1.286 -0.725 1.752
N 1.060 0.362 0.887
C 2.001 1.258 0.983
C 2.061 2.570 0.288
C 2.591 3.640 1.006
C 2.684 4.912 0.459
C 2.240 5.145 -0.830
C 1.713 4.093 -1.566
C 1.624 2.818 -1.021
H 3.775 -1.527 3.949
H 2.328 -3.511 4.199
H 0.236 -3.716 2.899
H -0.435 -1.961 1.322
H 2.917 3.483 2.027
H 3.101 5.717 1.049
H 2.307 6.132 -1.268
H 1.372 4.253 -2.581
C 2.945 -0.651 -4.558
O 1.999 0.110 -3.772
C 2.427 0.757 -2.716
S 3.913 0.848 -2.092
S 0.955 1.608 -2.117
H 2.337 -1.184 -5.279
H 3.494 -1.337 -3.923
H 3.633 0.035 -5.045

Atoms 1-6, force components in eV/Å:
-0.5 0.2 -0.3
0.0 0.0 0.0
0.1 -0.1 0.0
0.0 0.1 0.0
0.3 0.0 -0.1
-0.1 -0.1 0.0

HOMO level (alpha / beta) = -10.06 / -10.31 eV
Max |F| = 0.64 eV/Å
Net charge = +1
Lowest unoccupied orbital energy (alpha / beta) = -3.069 / -3.488 eV
2S+1 = 5

Results of the Löwdin charge analysis, in e, for atoms 1 through 6: 1.1972, 0.8928, -0.7544, -0.2273, -0.6295, 1.0638

***

> Number 2 is which compound?

C28H22BrN2O6S2